Record 1
Molecular formula: C5H9NO
Method: DFT, ωB97M-V/def2-TZVPD

**Frontier orbital gap**: 10.14 eV
**Energy**: -8866.3909 eV
**SMILES string**: C[C@@]1(O)CN2C[C@H]21
**LUMO energy**: 0.88 eV

Cartesian coordinates (Å):
C1 1.39 -1.00 0.04
C2 0.58 0.29 -0.02
O1 1.42 1.42 0.05
C3 -0.39 0.53 -1.20
N1 -1.53 0.86 -0.29
C4 -1.79 -0.38 0.43
C5 -0.66 0.46 0.86
H1 0.81 -1.85 0.41
H2 2.26 -0.88 0.70
H3 1.78 -1.26 -0.95
H4 1.89 1.37 0.89
H5 -0.59 -0.31 -1.87
H6 -0.08 1.41 -1.79
H7 -1.61 -1.33 -0.06
H8 -2.70 -0.34 1.03
H9 -0.67 1.02 1.80

Results of the Mulliken charge analysis, in e, for atoms 1 through 6: -1.365, 1.403, -0.575, -0.848, -0.511, -0.292

***

Record 2
Molecular formula: C5H4
Method: DFT, ωB97M-V/def2-TZVPD

**Frontier orbital gap**: 9.98 eV
**Energy**: -5245.6661 eV
**SMILES string**: C#CC#CC
**LUMO energy**: 0.87 eV

Cartesian coordinates (Å):
C1 -2.40 -1.77 0.79
C2 -1.51 -1.07 0.42
C3 -0.49 -0.32 0.06
C4 0.34 0.51 -0.16
C5 1.56 1.24 -0.51
H1 -3.18 -2.49 1.18
H2 1.35 1.98 -1.21
H3 2.17 1.60 0.37
H4 2.16 0.32 -0.95

Results of the Mulliken charge analysis, in e, for atoms 1 through 6: -0.290, -0.550, 0.098, 0.621, -1.091, 0.380

***

Record 3
Molecular formula: H6O3
Method: DFT, ωB97M-V/def2-TZVPD

**Frontier orbital gap**: 10.96 eV
**Energy**: -6239.5851 eV
**SMILES string**: O.O.O
**LUMO energy**: 0.34 eV

Cartesian coordinates (Å):
O1 -1.17 -0.43 0.00
H1 -1.41 -1.11 -0.63
H2 -1.92 -0.42 0.61
O2 1.78 -0.94 0.42
H3 0.90 -0.85 0.72
H4 2.18 -0.92 1.30
O3 -0.28 1.93 -0.60
H5 0.43 1.74 -1.24
H6 -0.53 1.00 -0.58

Results of the Mulliken charge analysis, in e, for atoms 1 through 6: -0.705, 0.327, 0.303, -0.603, 0.310, 0.327

***

Record 4
Molecular formula: C9H13N3
Method: DFT, ωB97M-V/def2-TZVPD

**Frontier orbital gap**: 4.48 eV
**Energy**: -13991.7933 eV
**Total charge**: +2
**LUMO energy**: -10.63 eV

Cartesian coordinates (Å):
C1 2.25 1.76 2.25
C2 2.54 1.58 0.92
C3 1.08 1.23 2.82
C4 1.76 1.05 -0.01
C5 0.14 0.76 2.01
C6 0.51 0.53 0.51
C7 -1.18 0.04 2.15
C8 0.68 -1.04 -4.28
C9 -0.62 0.22 -0.15
N1 0.53 -1.43 -3.14
N2 -2.52 -1.13 0.49
N3 -1.81 -0.03 0.82
H1 2.98 2.29 2.88
H2 3.55 1.91 0.61
H3 1.00 1.25 3.92
H4 2.08 0.90 -1.04
H5 -1.00 -0.98 2.38
H6 -1.88 0.42 2.88
H7 -0.19 -0.99 -5.00
H8 1.68 -0.68 -4.44
H9 -0.62 0.07 -1.26
H10 1.36 -1.66 -2.60
H11 -3.49 -1.08 0.17
H12 -2.27 -2.03 0.78
H13 -2.45 0.80 0.88

Results of the Mulliken charge analysis, in e, for atoms 1 through 6: -0.158, -0.413, -0.575, -0.612, 0.499, 0.759

***

Record 5
Molecular formula: C21H22Cl2GaN3O4
Method: DFT, ωB97M-V/def2-TZVPD

**Frontier orbital gap**: 7.22 eV
**Energy**: -112202.6481 eV
**Total charge**: +2
**LUMO energy**: -6.75 eV

Cartesian coordinates (Å):
Ga1 0.39 -2.09 1.30
O1 -1.34 -1.48 2.15
C1 -1.45 -0.65 1.18
N1 -2.30 0.30 0.90
C2 -1.81 1.12 -0.25
C3 -0.59 0.26 -0.70
O2 0.13 0.42 -1.64
N2 -0.43 -0.74 0.28
C4 -1.23 2.44 0.27
C5 -1.34 2.83 1.59
C6 -0.78 4.04 2.01
C7 -0.10 4.84 1.11
C8 0.01 4.45 -0.21
C9 -0.56 3.25 -0.64
C10 -2.87 1.26 -1.32
C11 -3.09 0.22 -2.22
C12 -4.10 0.32 -3.16
C13 -4.90 1.46 -3.19
C14 -4.69 2.49 -2.30
C15 -3.67 2.40 -1.36
H1 -3.15 0.49 1.41
H2 -1.89 2.24 2.31
H3 -0.90 4.35 3.04
H4 0.33 5.78 1.44
H5 0.52 5.08 -0.93
H6 -0.48 2.96 -1.68
H7 -2.46 -0.66 -2.21
H8 -4.27 -0.48 -3.86
H9 -5.69 1.54 -3.93
H10 -5.30 3.38 -2.33
H11 -3.49 3.22 -0.67
C16 5.07 -3.43 -0.87
N3 3.83 -3.63 -0.10
C17 3.70 -4.92 0.60
C18 2.88 -2.76 -0.03
C19 2.93 -1.46 -0.77
O3 1.85 -3.07 0.71
H12 5.90 -3.82 -0.28
H13 5.24 -2.38 -1.06
H14 5.01 -3.97 -1.81
H15 4.54 -5.55 0.32
H16 2.77 -5.41 0.32
H17 3.71 -4.77 1.68
H18 3.32 -1.59 -1.78
H19 3.58 -0.76 -0.24
H20 1.94 -1.01 -0.86
O4 -1.12 -5.07 1.60
C20 -0.59 -4.10 1.50
Cl1 1.66 -1.15 3.11
C21 1.30 0.67 3.01
Cl2 1.98 1.36 1.58
H21 1.78 1.05 3.91
H22 0.22 0.76 3.03

Results of the Mulliken charge analysis, in e, for atoms 1 through 6: 0.449, -0.723, -0.696, 0.092, 3.317, -0.495

***

Record 6
Molecular formula: C19H26N2Ni
Method: DFT, ωB97M-V/def2-TZVPD

**Frontier orbital gap (spin up / spin down)**: 6.62 / 5.98 eV
**Energy**: -64143.2598 eV
**Multiplicity**: 3
**⟨S²⟩**: 2.213
**LUMO energy (spin up / spin down)**: -0.31 / -0.15 eV

Cartesian coordinates (Å):
C1 -1.31 1.04 3.67
C2 -1.43 -1.32 3.55
H1 -0.62 1.82 4.02
H2 -2.02 0.78 4.47
H3 -1.88 1.49 2.84
H4 -0.92 -2.27 3.38
H5 -1.70 -1.26 4.61
H6 -2.37 -1.35 3.00
C3 -0.63 2.62 -1.90
C4 -0.01 3.45 -2.84
C5 0.42 2.92 -4.06
C6 0.29 1.55 -4.31
H7 -1.02 2.96 -0.94
H8 0.10 4.50 -2.60
H9 0.86 3.57 -4.81
H10 0.62 1.08 -5.23
N1 -0.77 1.29 -2.16
C7 -0.28 0.74 -3.33
C8 -0.39 -0.70 -3.32
N2 -0.92 -1.16 -2.13
C9 -0.92 -2.48 -1.82
C10 -0.05 -2.97 -4.02
C11 -0.48 -3.41 -2.76
H11 -1.28 -2.74 -0.83
H12 -0.49 -4.46 -2.50
C12 0.02 -1.61 -4.30
H13 0.39 -1.21 -5.24
H14 0.26 -3.69 -4.78
Ni1 -1.80 0.13 -1.22
C13 -3.36 -0.01 -0.25
H15 -4.11 -0.54 -0.86
H16 -3.73 0.99 0.03
H17 -3.11 -0.59 0.65
C14 2.53 -0.92 1.32
C15 1.99 0.03 2.38
C16 2.62 -0.29 3.73
C17 2.26 1.48 1.97
C18 0.52 -0.21 2.48
C19 -0.58 -0.16 3.17
H18 3.63 -0.87 1.29
H19 2.13 -0.68 0.33
H20 2.24 -1.95 1.56
H21 3.70 -0.11 3.71
H22 2.18 0.33 4.52
H23 2.44 -1.34 3.98
H24 1.96 1.65 0.93
H25 1.69 2.17 2.60
H26 3.33 1.72 2.06

Results of the Mulliken charge analysis, in e, for atoms 1 through 6: -1.155, -1.604, 0.357, 0.411, 0.204, 0.366

***

Record 7
Molecular formula: C4H5NO2
Method: DFT, ωB97M-V/def2-TZVPD

**Frontier orbital gap**: 10.05 eV
**Energy**: -9812.0769 eV
**LUMO energy**: 0.92 eV

Cartesian coordinates (Å):
N1 0.55 -1.58 -0.23
C1 0.02 -0.29 -0.20
C2 0.93 0.92 0.06
C3 -0.27 0.91 0.88
O1 -1.42 1.32 0.15
C4 -1.36 0.14 -0.60
O2 -2.29 -0.38 -1.14
H1 1.27 -1.83 -0.88
H2 -0.01 -2.34 0.10
H3 1.80 0.60 0.64
H4 1.13 1.60 -0.75
H5 -0.37 0.93 1.96

Results of the Mulliken charge analysis, in e, for atoms 1 through 6: -0.473, 0.339, -0.495, -0.178, -0.346, 0.452

***

Record 8
Molecular formula: C2H3FeO3
Method: DFT, ωB97M-V/def2-TZVPD

**Frontier orbital gap (spin up / spin down)**: 8.51 / 7.17 eV
**Energy**: -42647.3734 eV
**Multiplicity**: 6
**⟨S²⟩**: 8.767
**LUMO energy (spin up / spin down)**: -0.61 / -2.00 eV

Cartesian coordinates (Å):
O1 1.57 0.29 0.18
C1 0.60 0.53 -0.68
C2 -0.24 -0.76 -0.78
O2 -0.42 -1.39 0.45
Fe1 0.37 -0.21 1.68
H1 0.30 -1.41 -1.51
H2 -1.19 -0.46 -1.28
H3 -0.51 1.97 0.48
O3 -0.47 1.44 1.44

Results of the Mulliken charge analysis, in e, for atoms 1 through 6: -0.402, 0.009, 0.245, -0.744, 0.803, 0.285